Formula: C3H4OS
Source: the OMol25 dataset
Level of theory: ωB97M-V with the def2-TZVPD basis set

Geometry as XYZ:
```
9
Properties=species:S:1:pos:R:3:forces:R:3:nbo_charge:R:1
C -0.606891 -1.607346 -0.630008 -1.12 -1.29 -2.73 -0.51
C 0.213215 -0.836097 -1.245506 0.06 -0.02 0.19 -0.09
C 0.634393 0.861173 0.738161 1.03 1.80 1.39 -0.42
O -0.076616 2.986502 1.926598 -0.04 0.39 -0.05 -0.88
S -0.398563 2.109977 0.787126 0.68 -1.36 0.19 1.07
H -1.354812 -2.260317 -1.182716 0.44 0.99 0.52 0.21
H -0.536302 -1.835404 0.371196 0.30 -0.46 2.39 0.21
H 0.479261 -0.220390 -2.049364 0.33 0.24 -1.03 0.19
H 1.646315 0.801904 1.284513 -1.69 -0.29 -0.87 0.21
```
Positions in Å, forces in eV/Å.

Output
Expectation value of S²: 2.06
Molecular weight in Da: 88.13
Total charge: 0
Relative energy (zero: lowest compared OMol25 entry of this formula, charge and spin) in eV: 4.624
2S+1: 3
Electronic energy in Ha: -589.85059

---

Formula: C3H4OS
Source: the OMol25 dataset
Level of theory: ωB97M-V with the def2-TZVPD basis set

Geometry as XYZ:
```
9
Properties=species:S:1:pos:R:3:forces:R:3:nbo_charge:R:1
C 1.149270 -0.471414 0.690559 3.83 -0.42 0.94 0.06
C 0.067044 -0.770665 -0.155793 -2.29 -0.64 0.38 -0.55
C 0.244433 0.623037 0.422972 2.66 -1.45 -3.81 -0.52
O 3.937097 0.896957 -0.130003 0.40 1.58 -0.14 -0.76
S 3.470976 -0.471581 -0.012247 -2.57 -1.57 0.71 0.84
H 0.094908 -1.015997 -1.179682 0.44 0.17 -1.22 0.24
H -0.754246 -1.309752 0.298011 0.01 -0.41 0.29 0.24
H -0.365688 1.006287 1.096410 -2.71 1.65 3.00 0.22
H 0.617874 1.249468 -0.353150 0.23 1.10 -0.16 0.23
```
Positions in Å, forces in eV/Å.

Output
Expectation value of S²: 2.05
Molecular weight in Da: 88.13
Total charge: 0
Relative energy (zero: lowest compared OMol25 entry of this formula, charge and spin) in eV: 2.970
2S+1: 3
Electronic energy in Ha: -589.91138

---

Formula: C3H4OS2
Source: the OMol25 dataset
Level of theory: ωB97M-V with the def2-TZVPD basis set

Geometry as XYZ:
```
10
Properties=species:S:1:pos:R:3:forces:R:3:nbo_charge:R:1
C -1.924873 0.274576 0.006385 -1.72 2.42 -0.39 -0.81
S -0.599279 -0.873816 -0.119069 1.74 0.37 0.28 0.17
C 0.941287 0.239430 -0.113104 -3.19 1.19 1.59 0.37
O 0.818526 1.453548 -0.022545 0.94 -2.54 -0.68 -0.50
C 2.084035 -0.662562 0.122970 3.54 -0.76 -0.78 -0.40
S 3.673215 -0.115985 -0.092827 -3.06 -1.15 0.57 0.17
H -2.283156 0.724220 1.089012 1.59 -0.93 -2.78 0.25
H -1.761923 1.057259 -0.878102 -0.44 -1.15 2.43 0.26
H -2.798677 -0.303797 -0.333743 0.22 0.15 0.13 0.24
H 1.850844 -1.792873 0.341020 0.39 2.41 -0.37 0.25
```
Positions in Å, forces in eV/Å.

Output
SMILES: CSC(=O)C=S
Molecular weight in Da: 120.20
Total charge: 0
Relative energy (zero: lowest compared OMol25 entry of this formula, charge and spin) in eV: 2.265
Electronic energy in Ha: -988.24897

---

Formula: C3H4OS2
Source: the OMol25 dataset
Level of theory: ωB97M-V with the def2-TZVPD basis set

Geometry as XYZ:
```
10
Properties=species:S:1:pos:R:3:forces:R:3:nbo_charge:R:1
C -0.511557 0.534796 0.736594 0.70 4.47 2.01 -0.02
C -1.158838 1.383208 -0.418780 0.50 1.20 -0.51 -0.52
C 0.414410 -0.364637 0.036847 1.27 1.02 -2.25 -0.23
H -1.294823 -0.070065 2.707217 -1.31 -0.29 -5.77 0.45
H 0.027302 1.176988 1.602425 -0.45 -0.99 -2.56 0.19
H -2.237502 1.070611 -0.524375 1.34 0.04 -0.27 0.24
H -1.170907 2.572009 -0.411505 0.53 -2.63 0.20 0.24
O -1.566679 -0.027889 1.299971 -1.71 -2.22 8.21 -0.65
S 0.081399 0.582672 -1.585644 -0.16 -0.93 1.51 0.21
S 1.465180 -1.448087 0.591800 -0.71 0.32 -0.58 0.10
```
Positions in Å, forces in eV/Å.

Output
Molecular weight in Da: 120.20
Total charge: 0
Relative energy (zero: lowest compared OMol25 entry of this formula, charge and spin) in eV: 4.650
Electronic energy in Ha: -988.16132

---

Formula: C3H4OS2
Source: the OMol25 dataset
Level of theory: ωB97M-V with the def2-TZVPD basis set

Geometry as XYZ:
```
10
Properties=species:S:1:pos:R:3:forces:R:3:nbo_charge:R:1
S 2.220432 0.022477 0.054942 -0.39 -0.77 -0.16 0.01
C 0.606608 0.010109 -0.027259 -1.02 1.75 0.26 -0.02
O -0.037428 1.244106 0.055646 0.91 -0.85 -0.15 -0.50
C -1.414863 1.195718 -0.251922 -0.54 0.05 1.62 -0.08
C -1.931118 -0.095589 0.375154 -0.94 0.30 0.03 -0.57
S -0.659572 -1.240753 -0.142128 1.12 -0.61 -0.24 0.30
H -1.856662 2.111973 0.138022 -0.03 -0.14 0.34 0.21
H -1.559149 1.224588 -1.289203 -0.13 -0.25 -1.73 0.18
H -1.848352 -0.041172 1.469578 -0.43 0.11 -0.28 0.23
H -2.973933 -0.417243 0.055570 1.46 0.41 0.31 0.25
```
Positions in Å, forces in eV/Å.

Output
SMILES: S=C1OCCS1
Molecular weight in Da: 120.20
Total charge: 0
Relative energy (zero: lowest compared OMol25 entry of this formula, charge and spin) in eV: 0.807
Electronic energy in Ha: -988.30253

---

Formula: C3H4OS3
Source: the OMol25 dataset
Level of theory: ωB97M-V with the def2-TZVPD basis set

Geometry as XYZ:
```
11
Properties=species:S:1:pos:R:3:forces:R:3:nbo_charge:R:1
C -0.097937 -1.231446 0.001535 -0.15 -4.41 4.83 -0.23
C -0.344126 0.142064 -0.053975 -1.71 3.28 -0.81 -0.09
C 0.646918 0.920758 -0.780618 0.66 -1.64 -3.52 -0.37
H -1.464426 -0.544757 1.924641 1.00 -2.37 -2.84 0.32
H 0.931751 -1.395830 0.264900 0.96 0.00 -0.48 0.21
H -0.313834 -1.731741 -0.920729 -0.25 -0.11 -0.71 0.28
H 0.869708 2.387880 0.794223 -0.08 0.57 0.48 0.12
O -0.797213 -1.922361 1.081433 -0.92 3.26 0.04 -0.69
S -1.790046 0.768057 0.391216 0.66 0.04 1.29 0.16
S 1.283571 2.444351 -0.469391 -0.01 0.31 0.69 0.26
S 1.075633 0.163025 -2.233236 -0.16 1.08 1.04 0.03
```
Positions in Å, forces in eV/Å.

Output
Molecular weight in Da: 152.27
Total charge: 0
Relative energy (zero: lowest compared OMol25 entry of this formula, charge and spin) in eV: 5.266
Electronic energy in Ha: -1386.31146

---

Please write out number 1 again, unchanged.
Formula: C3H4OS
Source: the OMol25 dataset
Level of theory: ωB97M-V with the def2-TZVPD basis set

Geometry as XYZ:
```
9
Properties=species:S:1:pos:R:3:forces:R:3:nbo_charge:R:1
C -0.606891 -1.607346 -0.630008 -1.12 -1.29 -2.73 -0.51
C 0.213215 -0.836097 -1.245506 0.06 -0.02 0.19 -0.09
C 0.634393 0.861173 0.738161 1.03 1.80 1.39 -0.42
O -0.076616 2.986502 1.926598 -0.04 0.39 -0.05 -0.88
S -0.398563 2.109977 0.787126 0.68 -1.36 0.19 1.07
H -1.354812 -2.260317 -1.182716 0.44 0.99 0.52 0.21
H -0.536302 -1.835404 0.371196 0.30 -0.46 2.39 0.21
H 0.479261 -0.220390 -2.049364 0.33 0.24 -1.03 0.19
H 1.646315 0.801904 1.284513 -1.69 -0.29 -0.87 0.21
```
Positions in Å, forces in eV/Å.

Output
Expectation value of S²: 2.06
Molecular weight in Da: 88.13
Total charge: 0
Relative energy (zero: lowest compared OMol25 entry of this formula, charge and spin) in eV: 4.624
2S+1: 3
Electronic energy in Ha: -589.85059